The following is a DFT calculation (the ωB97M-V functional and the def2-TZVPD basis) of a single C18H20N2O4S molecule at a distorted geometry.

The geometry in ORCA input format:
```
! wB97M-V def2-TZVPD RIJCOSX def2/J DEFGRID3
* xyz 0 1
H -6.737 2.002 1.912
N -6.682 1.964 0.888
C -5.638 1.320 0.577
C -4.649 0.665 1.559
C -3.803 -0.349 0.781
C -4.291 -1.649 0.743
C -3.595 -2.637 0.047
S -4.281 -4.282 0.088
C -2.426 -2.284 -0.624
C -1.932 -1.004 -0.584
C -2.611 -0.002 0.138
C -2.017 1.368 0.176
O -2.481 2.292 0.821
C -0.742 1.666 -0.594
N -0.265 2.990 -0.582
C -0.087 0.726 -1.309
C 1.162 0.993 -2.127
C 2.346 0.008 -1.861
C 3.480 0.745 -1.093
C 4.350 -0.197 -0.268
O 4.252 -1.397 -0.248
O 5.334 0.446 0.456
C 5.492 -0.121 1.773
C 6.752 -1.034 1.766
C -0.646 -0.659 -1.336
O -0.131 -1.560 -1.975
H -5.439 1.180 -0.497
H -5.254 0.096 2.287
H -4.054 1.380 2.134
H -5.220 -1.888 1.260
H -4.091 -4.790 -1.152
H -1.913 -3.064 -1.188
H -0.638 3.483 0.229
H 0.738 2.975 -0.419
H 0.875 0.867 -3.186
H 1.549 2.014 -2.043
H 2.768 -0.246 -2.845
H 2.066 -0.924 -1.365
H 4.145 1.242 -1.816
H 3.053 1.507 -0.422
H 5.674 0.732 2.444
H 4.606 -0.657 2.131
H 6.717 -1.705 2.634
H 7.614 -0.359 1.876
H 6.814 -1.565 0.811
*
```

Calculated values
- ΔE to the lowest compared entry with this formula, charge and spin (kcal/mol) = 52.8
- HOMO energy (hartree) = -0.333
- electronic energy (eV) = -40995.31710
- E_LUMO (eV) = -1.25

natural (NBO) population analysis, charges in e, atoms 1 to 6: 0.3195, -0.5849, 0.1512, -0.5205, 0.0471, -0.2186

***

The following is a DFT calculation (the ωB97M-V functional and the def2-TZVPD basis) of a single C18H20N4O2S molecule at a distorted geometry.

The geometry in ORCA input format:
```
! wB97M-V def2-TZVPD RIJCOSX def2/J DEFGRID3
* xyz 0 1
C -3.456 3.877 2.053
C -2.029 3.897 2.609
N -1.103 3.173 1.697
C -0.893 1.837 1.787
S -1.497 0.762 3.042
C -0.476 -0.527 2.474
C 0.202 -0.174 1.368
C 1.199 -1.114 0.789
C 2.332 -0.697 0.039
C 3.228 -1.637 -0.423
C 3.059 -2.990 -0.224
C 1.923 -3.475 0.441
C 1.013 -2.543 0.962
N 1.736 -4.847 0.573
C 2.698 -5.735 0.164
O 2.523 -6.936 0.311
C 3.980 -5.214 -0.507
O 4.081 -3.777 -0.689
N -0.064 1.143 0.899
N 0.333 1.575 -0.332
C -0.582 1.796 -1.274
C -2.072 1.700 -1.201
C -2.502 1.555 -2.667
C -1.436 2.402 -3.374
C -0.125 2.080 -2.670
H -4.098 4.325 2.749
H -3.621 4.430 1.094
H -3.804 2.838 1.958
H -1.988 3.352 3.547
H -1.716 4.928 2.744
H -0.421 -1.476 2.983
H 2.490 0.364 -0.184
H 4.107 -1.294 -0.956
H 0.117 -2.934 1.411
H 0.936 -5.267 0.989
H 4.019 -5.685 -1.503
H 4.846 -5.562 0.067
H -2.449 0.864 -0.579
H -2.388 2.670 -0.783
H -3.482 2.043 -2.800
H -2.559 0.527 -3.050
H -1.369 2.138 -4.451
H -1.684 3.454 -3.283
H 0.583 2.938 -2.707
H 0.410 1.220 -3.088
*
```

Calculated values
- ΔE to the lowest compared entry with this formula, charge and spin (kcal/mol) = 82.0
- HOMO energy (hartree) = -0.266
- electronic energy (eV) = -39879.31422
- E_LUMO (eV) = 0.50

natural (NBO) population analysis, charges in e, atoms 1 to 6: -0.6105, -0.2259, -0.5435, 0.2467, 0.3167, -0.4418

***

The following is a DFT calculation (the ωB97M-V functional and the def2-TZVPD basis) of a molecular structure, C18H20N4O2S2 at a distorted geometry.

The geometry in ORCA input format:
```
! wB97M-V def2-TZVPD RIJCOSX def2/J DEFGRID3
* xyz 0 1
C 2.189 -1.509 -1.969
H 2.524 -0.609 -2.207
H 1.822 -2.088 -2.861
C 3.119 -2.498 -1.186
N 3.570 -1.999 -0.069
C 2.726 -1.782 1.022
O 1.682 -2.171 0.855
C 2.973 -1.251 2.425
H 2.174 -1.380 3.126
H 3.866 -1.500 2.806
S 3.240 0.678 2.347
C 2.012 0.862 1.079
N 2.322 1.575 -0.275
C 1.355 1.985 -0.939
N 0.139 1.431 -1.036
C -0.165 0.973 0.033
C 0.653 0.594 0.936
S -0.171 -0.238 2.280
N -1.776 -0.295 1.582
C -1.540 0.467 0.404
C -2.721 0.376 -0.479
C -2.604 1.230 -1.610
C -3.869 1.244 -2.388
C -4.997 0.837 -1.973
C -5.191 -0.185 -0.638
C -4.056 -0.041 -0.034
H -3.961 -0.525 0.753
H -6.119 -0.381 -0.268
O -6.027 0.925 -2.889
C -7.394 0.402 -2.524
H -7.781 0.765 -1.460
H -7.335 -0.887 -2.349
H -8.102 0.586 -3.263
H -3.780 1.637 -3.587
H -1.730 1.492 -2.154
H 1.641 2.570 -1.682
C 4.869 -1.506 0.184
C 5.186 0.130 -0.692
H 4.453 0.674 -0.445
H 6.248 0.324 -0.400
H 5.020 -0.239 -1.857
H 5.747 -1.933 0.018
H 5.257 -1.043 1.202
H 2.742 -3.396 -1.019
H 4.144 -2.791 -1.621
H 1.161 -1.447 -1.522
*
```

Calculated values
- ΔE to the lowest compared entry with this formula, charge and spin (kcal/mol) = 363.9
- HOMO energy (hartree) = -0.280
- electronic energy (eV) = -50701.80236
- E_LUMO (eV) = -1.02

natural (NBO) population analysis, charges in e, atoms 1 to 6: -0.6280, 0.2056, 0.2143, -0.1859, -0.4679, 0.6719

***

The following is a DFT calculation (the ωB97M-V functional and the def2-TZVPD basis) of a single C18H20N4O3S2 molecule at a distorted geometry.

The geometry in ORCA input format:
```
! wB97M-V def2-TZVPD RIJCOSX def2/J DEFGRID3
* xyz 0 1
C -2.286 -5.685 1.103
C -2.449 -4.379 1.021
C -1.638 -3.483 0.132
N -2.473 -2.761 -0.811
C -2.996 -1.569 -0.498
N -2.660 -0.858 0.531
N -3.249 0.327 0.577
C -4.039 0.570 -0.403
S -4.857 2.086 -0.649
C -3.501 3.230 -0.157
C -3.186 3.230 1.326
C -1.813 2.594 1.435
O -1.204 2.368 2.441
N -1.352 2.353 0.144
C -0.156 1.636 -0.124
C 0.994 1.896 0.604
C 2.143 1.159 0.383
C 2.158 0.150 -0.575
O 3.209 -0.661 -0.863
C 4.453 -0.457 -0.224
C 5.238 0.716 -0.814
C 6.585 0.880 -0.123
C 0.997 -0.094 -1.314
C -0.148 0.638 -1.092
C -2.231 2.745 -0.841
O -2.035 2.697 -2.025
S -4.167 -0.763 -1.561
H -2.887 -6.296 1.755
H -1.529 -6.198 0.532
H -3.209 -3.872 1.600
H -1.122 -2.729 0.731
H -0.906 -4.063 -0.437
H -2.942 -3.304 -1.519
H -3.823 4.191 -0.557
H -3.154 4.237 1.746
H -3.892 2.642 1.912
H 0.993 2.667 1.356
H 3.017 1.384 0.973
H 4.320 -0.331 0.858
H 5.002 -1.388 -0.393
H 4.654 1.633 -0.713
H 5.384 0.534 -1.880
H 6.451 1.076 0.938
H 7.134 1.710 -0.559
H 7.182 -0.023 -0.232
H 1.017 -0.874 -2.058
H -1.031 0.439 -1.677
*
```

Calculated values
- ΔE to the lowest compared entry with this formula, charge and spin (kcal/mol) = 47.9
- HOMO energy (hartree) = -0.301
- electronic energy (eV) = -52763.47966
- E_LUMO (eV) = 0.41

natural (NBO) population analysis, charges in e, atoms 1 to 6: -0.3848, -0.1888, -0.2640, -0.5900, 0.2602, -0.3557

***

Computed values of Kohn-Sham gap (unit: eV) for the preceding records, in sequence: 7.82 7.75 6.59 8.60.